No. 1
ORCA calculation (ωB97M-V with the def2-TZVPD basis set) on a structure of composition C20H38Ca2F8N4O34S8 in a non-equilibrium geometry.

XYZ file:
```
114
Properties=species:S:1:pos:R:3:forces:R:3
Ca -12.93979 15.67014 6.69469 0.892 0.888 -0.577
Ca -9.15146 13.18448 10.27485 -0.502 -1.049 -0.115
N -13.45215 17.77141 7.13058 -1.862 2.908 -0.070
S -14.94702 18.32185 7.62123 -0.537 -3.347 2.230
O -16.00177 17.81813 6.82307 0.130 0.250 -1.099
O -15.01273 19.55820 8.28848 0.422 0.859 -0.629
F -14.95666 17.25998 8.82632 -0.290 0.053 0.126
S -12.57117 19.10978 7.08836 3.204 0.452 -1.582
O -12.07154 19.52851 8.33543 -0.198 0.067 0.580
O -12.93543 20.04021 6.08032 -1.067 0.302 0.162
F -11.30347 18.43645 6.35644 -0.139 -0.429 0.423
N -12.40868 13.67402 7.40929 -0.080 -3.076 3.590
S -12.94248 13.19630 8.95073 -2.086 2.842 0.669
O -11.91905 13.13219 9.93451 0.823 -0.630 -0.285
O -14.05294 12.33277 8.99885 0.308 -0.569 -0.585
F -13.57994 14.63090 9.21299 -0.071 0.099 -0.280
S -11.26357 12.59928 7.20241 0.937 0.311 -4.927
O -11.70366 11.30182 6.89341 -0.378 -1.280 1.274
O -10.06090 12.82216 7.92973 0.288 -0.088 0.787
F -10.94901 13.11096 5.72143 0.529 0.332 0.526
N -9.65522 15.30777 9.96022 -0.096 3.632 -2.158
S -9.43711 16.15576 8.53963 1.318 -3.546 -1.443
O -8.56932 17.25135 8.50346 0.129 1.477 0.862
O -10.56152 16.12129 7.66382 -0.626 -0.040 -0.023
F -8.50514 15.00095 7.95930 0.036 -0.106 -0.165
S -10.53645 16.40854 10.72857 -4.004 -1.079 5.589
O -11.75015 16.76559 10.06939 0.888 0.717 -1.457
O -9.84904 17.29362 11.57952 1.159 0.825 -0.981
F -11.17050 15.43978 11.82192 0.588 -0.639 -0.518
N -9.48834 12.78946 14.71356 -1.512 1.089 -1.657
S -10.66844 12.74243 13.59826 -0.317 -2.530 2.996
O -10.16039 12.71510 12.24619 0.516 -0.160 -1.147
O -11.89748 13.39155 13.86291 0.274 0.970 -0.588
F -11.07308 11.24462 13.90326 0.538 -0.173 -0.855
S -9.42439 14.36180 15.02946 1.953 0.753 1.348
O -10.28091 14.80235 16.05910 -0.617 0.124 0.157
O -9.23806 15.15649 13.85341 -0.108 0.012 -0.363
F -7.99252 14.39734 15.73112 -0.174 -0.362 -0.332
C -5.35140 18.25376 14.62550 0.340 -0.635 1.057
C -6.58356 19.00627 14.23745 -0.289 0.592 0.267
C -7.85880 18.20202 14.02862 -0.251 0.000 -0.090
O -8.88033 18.99366 14.65571 0.483 0.127 0.045
C -8.29577 19.92300 15.45325 0.018 -0.775 -0.647
O -8.89820 20.66560 16.14281 -0.286 0.660 0.612
O -6.95106 19.86651 15.34886 0.020 0.060 -0.132
H -5.40189 17.96285 15.68179 -0.317 0.181 -0.017
H -4.46195 18.87804 14.56964 0.091 -0.153 -0.413
H -5.24329 17.28380 14.13794 0.144 0.305 -0.571
H -6.39285 19.68485 13.40413 -0.086 -0.167 -0.141
H -7.83003 17.22083 14.50619 0.023 0.044 -0.006
H -8.13573 18.10517 12.98329 0.112 -0.123 -0.011
C -5.24753 11.05014 9.20292 0.470 -0.093 1.022
O -5.62248 11.56780 7.93459 -0.220 -0.495 -0.438
C -6.75130 12.23495 7.82130 1.268 1.188 -0.072
O -7.45507 12.58312 8.74813 -0.376 -0.672 0.841
O -6.96260 12.71627 6.62172 -0.691 -0.192 -0.011
C -6.09383 12.51026 5.52479 0.623 0.569 -1.934
H -4.30278 10.52602 9.09083 -0.088 -0.044 -0.419
H -5.97667 10.35303 9.61081 -0.182 0.106 -0.160
H -5.04794 11.84903 9.91930 -0.313 0.118 -0.117
H -6.55387 11.95460 4.70219 -0.328 -0.549 0.688
H -5.11462 12.10406 5.73980 -0.102 -0.182 0.464
H -5.93697 13.46959 5.01398 0.017 0.184 0.679
C -12.21535 17.97212 3.26480 -0.677 -0.072 0.193
O -10.87128 17.59440 3.55391 0.575 -0.288 -0.698
C -10.63662 16.45898 4.16962 -0.804 0.570 0.270
O -11.45561 15.89365 4.89869 -0.002 -0.257 -0.177
O -9.42892 16.05616 3.90468 0.629 0.201 0.077
C -8.88778 14.95596 4.65296 -0.942 -0.792 -0.123
H -12.78152 17.13999 2.84098 0.091 -0.167 0.296
H -12.20424 18.72943 2.48832 0.397 0.202 0.185
H -12.67754 18.36168 4.16944 -0.151 0.037 -0.120
H -9.28683 14.97900 5.65982 0.292 0.072 0.151
H -7.80776 14.96771 4.60352 0.043 0.501 -0.046
H -9.25302 14.03598 4.19352 0.097 0.008 -0.008
C -10.03411 20.05772 10.39984 -0.796 0.135 -0.643
O -8.93040 20.33851 11.23263 1.036 -0.568 -0.272
C -8.83938 21.52453 11.81007 -0.794 0.333 0.251
O -9.72727 22.32468 11.90543 0.097 0.232 -0.194
O -7.60366 21.65564 12.29472 0.696 -0.257 -0.137
C -7.23394 22.94050 12.79191 -0.289 0.412 0.196
H -9.72918 19.35609 9.62689 0.327 -0.235 0.328
H -10.39454 20.91464 9.82854 0.068 0.308 0.506
H -10.84144 19.62746 10.98166 -0.096 0.085 0.024
H -7.86945 23.70130 12.34212 -0.067 0.001 0.181
H -6.20043 23.15791 12.53025 0.039 -0.380 -0.146
H -7.32426 22.95295 13.87752 -0.149 0.030 -0.021
C -3.22382 16.00672 2.98340 0.639 -0.387 1.346
O -4.56421 16.23052 3.39929 -0.843 0.286 -0.458
C -4.76218 16.72060 4.62102 1.007 -0.266 0.083
O -3.88144 16.99087 5.39221 0.078 0.148 0.250
O -6.05831 16.79335 4.85880 -0.117 -0.739 0.114
C -6.44794 17.04310 6.21367 -0.917 1.799 -0.121
H -3.30505 15.33246 2.14265 0.224 0.226 -0.288
H -2.68623 15.52782 3.81126 -0.116 -0.264 -0.226
H -2.63945 16.91305 2.83341 -0.453 0.208 -0.544
H -5.78903 16.77307 7.03228 0.351 -0.592 -0.469
H -7.44678 16.64057 6.30303 0.078 -0.400 0.125
H -6.58942 18.12513 6.28965 0.110 -0.020 0.167
C -13.58300 19.10919 11.91636 -0.387 0.738 0.792
C -14.46698 20.32575 11.72362 -0.789 -0.270 0.828
O -13.70742 21.53573 11.88246 0.368 -0.013 -0.303
C -13.63790 22.48354 10.95494 -0.715 0.036 -0.385
O -13.15899 23.55840 11.14166 0.330 0.339 0.196
O -14.22631 22.10134 9.80518 -0.117 -0.550 0.188
C -14.54170 23.05883 8.81789 0.354 0.472 -0.549
H -12.89664 19.01919 11.08246 -0.001 -0.460 -0.054
H -14.23075 18.25230 12.10745 0.133 -0.232 -0.604
H -13.04996 19.23158 12.86253 0.336 0.074 -0.217
H -15.20278 20.39623 12.53284 0.151 -0.203 0.089
H -15.07644 20.25496 10.82848 0.461 0.381 -0.402
H -14.21773 22.64704 7.86211 -0.191 -0.087 -0.006
H -14.02347 24.00974 8.94352 0.069 -0.125 0.360
H -15.61564 23.24429 8.80794 -0.017 -0.124 0.032
```
Positions in Å, forces in eV/Å.

E_tot = -242232.7616 eV

No. 2
ORCA calculation (ωB97M-V with the def2-TZVPD basis set) on a cluster of 3 separate species, C20H38ClF2N4O8 in total.

XYZ file:
```
73
Properties=species:S:1:pos:R:3:forces:R:3
C -3.75279 0.81253 1.48950 0.491 -0.022 -0.288
C -2.79442 -0.32603 1.12490 -0.260 -0.277 -0.580
O -2.82210 -1.40789 2.04940 0.200 0.054 0.133
C -1.35855 0.15149 0.99104 -0.513 0.029 0.347
O -0.65078 -0.75876 0.14594 0.291 -0.085 0.037
C 0.52221 -0.30315 -0.44553 -0.103 0.295 -0.052
C 1.33657 0.50963 0.61677 0.322 -0.210 0.495
O 1.63600 0.03182 1.66844 -0.260 0.117 -0.294
N 1.64889 1.90349 0.29078 -0.130 -0.191 0.053
C 3.04685 2.10231 0.09232 0.404 -0.101 0.087
O 3.95551 1.63846 0.69454 -0.366 0.056 -0.321
F 3.24687 2.90487 -0.95474 -0.027 0.074 0.137
N 0.13455 0.49325 -1.61939 0.392 0.041 0.062
C 1.16705 0.73822 -2.60861 0.020 -0.363 0.160
Cl 0.52139 1.84031 -3.83578 0.050 0.112 -0.004
C 1.50592 -0.60582 -3.25997 -0.399 0.377 -0.622
N 1.04442 -1.71276 -2.37165 0.358 -0.066 -0.180
C 1.38192 -1.54046 -0.89727 -0.522 0.448 -0.003
C 2.90506 -1.29700 -0.86487 0.390 -0.333 0.146
N 3.57658 -1.69921 0.35954 0.037 -0.055 -0.159
C 0.96746 -2.88788 -0.27284 0.500 -0.211 0.193
C 0.91139 -3.04007 1.22728 -0.311 -0.113 0.213
F -0.26174 -3.24921 -0.85374 0.123 0.083 0.034
H -3.20470 1.66127 1.90682 -0.159 -0.042 0.279
H -4.24405 1.15871 0.58106 -0.054 0.083 0.098
H -4.52938 0.47085 2.16522 0.060 0.029 0.064
H -3.07227 -0.70737 0.13549 -0.026 0.002 0.056
H -3.27637 -2.15595 1.65308 -0.023 0.076 0.038
H -1.37619 1.16918 0.58487 0.171 -0.028 -0.130
H -0.92310 0.14915 1.99571 0.115 0.120 -0.076
H 1.38616 2.44176 1.11838 0.011 0.100 -0.080
H -0.20716 1.39546 -1.30534 -0.155 -0.047 -0.011
H 2.06294 1.22279 -2.22401 0.006 0.090 -0.027
H 0.92291 -0.68305 -4.17792 0.024 -0.132 0.050
H 2.55304 -0.70978 -3.53423 0.074 -0.102 0.338
H 1.47910 -2.58206 -2.68762 -0.108 -0.060 0.029
H 0.03344 -1.82284 -2.47532 -0.041 -0.009 0.216
H 3.14470 -0.26127 -1.12979 -0.125 0.006 -0.106
H 3.33960 -1.89229 -1.67061 -0.024 0.083 -0.003
H 4.45021 -2.14305 0.10620 -0.003 -0.001 0.039
H 3.82046 -0.90016 0.93239 -0.154 -0.020 0.072
H 1.69946 -3.61726 -0.65151 -0.090 0.028 -0.047
H 1.90762 -3.11346 1.65203 0.062 0.095 -0.156
H 0.37177 -2.24360 1.72719 -0.035 0.031 -0.091
H 0.38952 -3.97780 1.42948 0.015 0.019 -0.061
O 5.28655 -1.51577 -2.73053 -0.061 -0.125 -0.150
C 6.24389 -0.87280 -2.36957 0.009 0.207 -0.103
O 6.06149 -0.02269 -1.35101 -0.099 -0.098 0.162
C 7.13325 0.69367 -0.70994 0.178 0.199 0.085
C 7.45988 1.98225 -1.43073 -0.088 -0.047 -0.148
C 7.57297 -0.94837 -3.07103 0.115 -0.224 0.226
H 8.00386 0.04834 -0.59294 -0.015 -0.025 -0.069
H 6.75830 0.90704 0.28895 -0.089 -0.034 -0.026
H 7.82157 1.79939 -2.44288 0.063 -0.014 0.023
H 8.22790 2.53149 -0.88745 0.000 -0.002 0.019
H 6.57018 2.60771 -1.50444 0.004 0.017 0.058
H 7.54904 -0.27356 -3.92610 0.000 0.021 -0.006
H 7.70895 -1.96410 -3.43295 -0.090 0.026 -0.098
H 8.42209 -0.69579 -2.44242 -0.026 0.111 -0.030
O -6.73602 1.11911 1.04521 -0.105 0.023 -0.037
C -7.69152 1.38529 1.72600 -0.128 -0.078 -0.133
O -7.75341 0.86594 2.96344 0.156 0.028 0.122
C -8.75085 1.24265 3.92219 -0.170 -0.014 0.093
C -10.02458 0.44072 3.76245 0.024 -0.046 -0.132
C -8.83968 2.21399 1.20251 0.105 0.270 0.135
H -8.93094 2.31749 3.88468 -0.003 -0.007 -0.044
H -8.29564 1.03251 4.88809 0.063 -0.023 -0.029
H -10.49541 0.61972 2.79571 -0.023 0.054 0.021
H -10.73691 0.70433 4.54397 0.008 0.004 0.016
H -9.80836 -0.62502 3.83215 0.005 0.003 0.048
H -9.51630 1.55732 0.65697 -0.016 -0.013 0.001
H -8.43711 2.95030 0.51194 0.020 -0.099 -0.090
H -9.39918 2.74146 1.97011 -0.062 -0.094 -0.001
```
Positions in Å, forces in eV/Å.

Charge = +1
E_tot = -61647.8295 eV

No. 3
ORCA calculation (ωB97M-V with the def2-TZVPD basis set) on a structure of composition C20H38ClIO12P2S in a non-equilibrium geometry.

XYZ file:
```
75
Properties=species:S:1:pos:R:3:forces:R:3
O 3.29312 -0.40835 -2.63409 -0.329 -1.377 1.011
C 2.99145 -1.37532 -1.94446 0.480 1.242 -1.318
C 2.24242 -2.56596 -2.57455 0.191 0.286 0.216
C 0.74534 -2.18686 -2.63526 0.471 -0.954 -0.005
Cl 0.48973 -1.43824 -4.19483 -0.541 0.472 0.027
O 0.54993 -1.25552 -1.57736 0.095 0.166 -0.268
S 0.14187 -2.05417 -0.28082 -0.508 0.892 1.609
O -0.35309 -1.05098 0.59322 -0.507 -0.646 -0.317
O 1.08086 -2.99216 0.20869 0.842 0.009 -0.278
O -0.93483 -2.93737 -1.02399 -0.310 -0.104 -0.451
C -0.39930 -3.30094 -2.31627 -0.694 0.386 -0.063
I 0.32986 -5.30903 -2.34617 0.183 -0.176 0.123
P -1.81115 -3.39526 -3.55658 0.557 -0.124 -0.978
P -3.19013 -1.72472 -3.24993 0.240 0.651 -1.142
O -3.31251 -0.96604 -4.51180 0.030 -0.337 0.399
O -4.58652 -2.33698 -2.81195 -0.207 -0.387 0.271
O -2.67467 -0.88771 -2.02441 0.131 0.066 0.365
H 3.25375 -1.41753 -0.88018 -0.153 -0.116 0.026
H 2.41871 -3.47995 -2.02210 -0.007 -0.041 0.225
H 2.65060 -2.64477 -3.57057 -0.068 -0.321 -0.287
H -2.54779 -4.48910 -3.06958 0.024 0.244 0.617
H -5.19401 -2.18997 -3.54625 -0.289 -0.011 -0.055
H -3.02713 0.01504 -2.08813 0.138 0.190 0.156
C 0.82722 1.40585 2.62139 0.041 0.066 0.028
C 0.57001 2.27327 3.85384 -0.047 -0.047 -0.025
C 0.16676 3.59842 3.21775 0.062 -0.040 -0.058
O -0.47590 3.27207 1.98684 0.010 0.045 -0.010
C -0.25878 1.89388 1.67167 0.101 0.021 0.020
H 0.76488 0.33597 2.81141 -0.022 -0.009 -0.001
H 1.81587 1.62198 2.20939 0.013 0.000 -0.014
H -0.26075 1.86377 4.43310 -0.003 0.005 0.000
H 1.43072 2.36786 4.51435 0.023 0.006 -0.006
H 1.04509 4.21812 3.00409 0.017 0.004 0.047
H -0.52069 4.17775 3.83547 -0.023 0.015 -0.018
H -1.18791 1.34634 1.82582 -0.145 -0.127 0.007
H 0.02110 1.80320 0.62228 -0.119 0.084 0.102
C 5.58846 -2.23167 2.45537 -0.063 0.064 0.069
C 4.54823 -3.19942 3.01032 0.008 -0.058 -0.054
C 3.25980 -2.65049 2.41200 -0.079 0.018 0.062
O 3.61388 -2.07309 1.14890 0.366 0.002 0.212
C 5.04199 -1.96958 1.06105 -0.019 0.022 -0.124
H 6.60154 -2.62957 2.44177 0.002 -0.027 -0.012
H 5.59235 -1.30947 3.03999 0.002 0.012 -0.013
H 4.73777 -4.20844 2.63808 -0.009 -0.008 0.001
H 4.52092 -3.23785 4.09783 -0.003 0.015 0.015
H 2.82850 -1.86957 3.04750 0.005 -0.005 0.002
H 2.50553 -3.41722 2.24820 -0.035 0.021 -0.049
H 5.40231 -2.71941 0.34714 0.046 0.010 0.017
H 5.30300 -0.97959 0.68371 -0.032 0.006 -0.034
C 2.01132 2.81589 -2.48605 -0.044 0.124 -0.035
C 1.61497 4.20278 -1.97655 -0.003 -0.071 0.051
C 0.11279 4.21036 -2.23706 0.045 0.048 -0.045
O -0.32147 2.85782 -2.10414 -0.043 -0.071 0.013
C 0.80834 1.98585 -2.06379 0.038 0.009 0.054
H 2.94500 2.44017 -2.07306 0.003 -0.018 0.011
H 2.10041 2.82561 -3.57436 0.001 -0.020 -0.005
H 1.81177 4.27822 -0.90482 -0.021 0.007 0.016
H 2.13280 5.02014 -2.47613 0.002 -0.001 -0.028
H -0.11156 4.55398 -3.25315 0.025 0.026 0.001
H -0.44063 4.83204 -1.53259 -0.021 -0.037 0.025
H 0.92471 1.61379 -1.03830 0.111 -0.064 -0.135
H 0.62526 1.13617 -2.71946 -0.034 -0.006 -0.015
C -4.78406 0.27358 1.92672 -0.059 0.058 -0.040
C -6.21051 0.81849 1.84156 0.010 -0.084 -0.046
C -6.11067 1.75767 0.64517 0.052 0.030 0.069
O -5.12799 1.19266 -0.22282 0.028 -0.003 -0.114
C -4.41513 0.15548 0.45285 -0.096 -0.075 0.091
H -4.70405 -0.67404 2.45717 -0.024 -0.011 -0.013
H -4.13988 0.99847 2.42375 0.080 0.046 0.011
H -6.91006 0.00729 1.62836 -0.007 0.005 -0.005
H -6.54221 1.32483 2.74645 0.018 0.016 0.012
H -5.77846 2.75547 0.94996 -0.025 0.004 0.025
H -7.05025 1.85738 0.10084 0.011 -0.004 -0.036
H -4.73093 -0.80919 0.03957 0.054 -0.032 0.052
H -3.34792 0.27795 0.26801 0.034 0.018 0.037
```
Positions in Å, forces in eV/Å.

E_tot = -95960.7155 eV